No. 1
{
  "formula": "C24H14IIrNO4",
  "method": "the ωB97M-V functional and the def2-TZVPD basis",
  "homo_energy_ev": [-0.430, -1.105],
  "s_squared": 0.817,
  "lumo_ev": [3.98, 3.96],
  "charge": -2,
  "relative_energy_ev": 1.260,
  "orbital_gap_ev": [4.412, 5.070],
  "multiplicity": 2,
  "symbols": ["Ir", "I", "C", "C", "C", "C", "C", "C", "C", "C", "C", "C", "H", "H", "H", "H", "H", "H", "O", "C", "O", "C", "C", "C", "N", "C", "C", "C", "O", "O", "H", "H", "H", "C", "C", "C", "C", "C", "C", "C", "H", "H", "H", "H", "H"],
  "positions_angstrom": [[-1.321, 0.445, -0.064], [-2.709, -0.266, -2.542], [-0.767, -0.543, -3.285], [-0.697, -1.015, -4.568], [0.548, -1.174, -5.204], [1.687, -0.827, -4.545], [1.644, -0.334, -3.217], [2.854, 0.030, -2.576], [2.828, 0.466, -1.284], [1.611, 0.535, -0.584], [0.383, 0.232, -1.146], [0.399, -0.206, -2.525], [-1.609, -1.251, -5.100], [0.587, -1.560, -6.216], [2.656, -0.923, -5.024], [3.783, -0.054, -3.129], [3.749, 0.737, -0.778], [1.641, 0.787, 0.468], [-1.826, 5.090, 5.395], [-0.759, 4.927, 4.774], [0.363, 5.440, 4.964], [-0.841, 3.979, 3.552], [0.288, 3.707, 2.792], [0.192, 2.865, 1.699], [-0.951, 2.291, 1.323], [-2.048, 2.554, 2.043], [-2.030, 3.378, 3.158], [-3.325, 1.919, 1.548], [-4.385, 2.143, 2.107], [-3.178, 1.208, 0.480], [1.224, 4.172, 3.071], [1.056, 2.644, 1.085], [-2.939, 3.558, 3.712], [-0.974, -1.199, 0.515], [-0.385, -2.462, 0.631], [0.840, -2.835, 0.009], [1.367, -4.097, 0.188], [0.722, -5.057, 0.971], [-0.488, -4.711, 1.580], [-1.030, -3.455, 1.423], [1.361, -2.118, -0.609], [2.304, -4.343, -0.300], [1.148, -6.043, 1.105], [-1.011, -5.437, 2.194], [-1.964, -3.199, 1.907]]
}

=====

No. 2
{
  "formula": "C3H10N2O",
  "method": "the ωB97M-V functional and the def2-TZVPD basis",
  "homo_energy_ev": [-13.796, -13.732],
  "s_squared": 0.778,
  "lumo_ev": [-4.14, -7.87],
  "charge": 1,
  "relative_energy_ev": 2.542,
  "orbital_gap_ev": [9.660, 5.864],
  "multiplicity": 2,
  "symbols": ["C", "C", "N", "H", "H", "H", "H", "H", "H", "N", "C", "O", "H", "H", "H", "H"],
  "positions_angstrom": [[-1.156, -1.893, -0.517], [-1.383, -1.218, -1.708], [-0.938, -1.472, 0.786], [-0.815, -2.930, -0.603], [-1.106, -1.653, -2.695], [-1.277, -0.131, -1.711], [2.422, 2.319, 0.037], [-1.120, -2.185, 1.456], [-0.790, -0.497, 1.137], [1.009, 0.488, 0.728], [0.563, 1.911, 0.565], [1.552, 2.677, -0.116], [1.766, 0.344, 1.397], [1.098, 0.016, -0.143], [-0.294, 1.982, -0.160], [0.468, 2.243, 1.549]]
}

=====

No. 3
{
  "formula": "C3H6N2S",
  "method": "the ωB97M-V functional and the def2-TZVPD basis",
  "homo_energy_ev": -7.838,
  "lumo_ev": 0.43,
  "charge": 0,
  "relative_energy_ev": 1.418,
  "smiles": "NC(N)=CC=S",
  "orbital_gap_ev": 8.265,
  "symbols": ["C", "C", "C", "H", "H", "H", "H", "H", "H", "N", "N", "S"],
  "positions_angstrom": [[1.016, 0.430, 0.882], [0.446, -0.035, -0.311], [-1.010, -0.348, -0.443], [0.611, 1.166, 2.736], [-0.285, -0.202, 2.376], [2.729, 1.110, 0.014], [2.777, 1.237, 1.791], [1.087, -0.195, -1.175], [-1.578, -0.293, 0.481], [0.594, 0.242, 2.202], [2.147, 1.142, 0.877], [-1.703, -0.800, -1.784]]
}

=====

No. 4
{
  "formula": "C9H15N3S",
  "method": "the ωB97M-V functional and the def2-TZVPD basis",
  "homo_energy_ev": [-7.974, -7.977],
  "lumo_ev": [0.12, 0.12],
  "charge": 0,
  "relative_energy_ev": 9.043,
  "smiles": "CC[S@](=N)(=NN)c1cccc(C)c1",
  "orbital_gap_ev": [8.093, 8.093],
  "symbols": ["C", "C", "C", "C", "C", "C", "C", "C", "C", "N", "N", "N", "S", "H", "H", "H", "H", "H", "H", "H", "H", "H", "H", "H", "H", "H", "H", "H"],
  "positions_angstrom": [[2.071, -1.983, 0.852], [2.969, -0.958, 0.430], [0.715, -1.713, 0.845], [1.203, 0.545, -0.054], [2.609, 0.270, -0.124], [0.350, -0.450, 0.484], [3.568, 1.299, -0.597], [-3.265, -0.657, -1.465], [-1.878, -0.095, -1.350], [-2.149, -1.974, 1.221], [-1.469, 1.422, 0.709], [-1.382, 1.983, 2.037], [-1.434, -0.086, 0.490], [2.452, -2.779, 1.376], [4.015, -1.129, 0.431], [-0.058, -2.534, 1.064], [0.764, 1.361, -0.568], [3.392, 2.244, -0.146], [4.597, 0.922, -0.434], [3.469, 1.403, -1.631], [-4.013, -0.151, -0.918], [-3.590, -0.694, -2.441], [-3.126, -1.627, -1.277], [-1.800, 0.919, -1.557], [-1.100, -0.720, -1.913], [-2.235, -1.618, 2.087], [-2.077, 2.732, 2.095], [-0.463, 2.242, 2.257]]
}

=====

No. 5
{
  "formula": "C30H71O23P",
  "method": "the ωB97M-V functional and the def2-TZVPD basis",
  "homo_energy_ev": -9.877,
  "lumo_ev": 0.55,
  "charge": 0,
  "smiles": "CCOP(=O)(OCC)OCC.CCOC(=O)OC.CCOC(=O)OC.CCOC(=O)OC.CCOC(=O)OC.CCOC(=O)OC.CO.CO.CO.CO",
  "orbital_gap_ev": 10.431,
  "symbols": ["C", "O", "H", "H", "H", "H", "C", "O", "H", "H", "H", "H", "C", "O", "H", "H", "H", "H", "C", "O", "H", "H", "H", "H", "C", "C", "O", "C", "O", "O", "C", "H", "H", "H", "H", "H", "H", "H", "H", "C", "C", "O", "C", "O", "O", "C", "H", "H", "H", "H", "H", "H", "H", "H", "C", "C", "O", "C", "O", "O", "C", "H", "H", "H", "H", "H", "H", "H", "H", "C", "C", "O", "C", "O", "O", "C", "H", "H", "H", "H", "H", "H", "H", "H", "C", "C", "O", "C", "O", "O", "C", "H", "H", "H", "H", "H", "H", "H", "H", "C", "C", "O", "P", "O", "O", "C", "C", "O", "C", "C", "H", "H", "H", "H", "H", "H", "H", "H", "H", "H", "H", "H", "H", "H", "H"],
  "positions_angstrom": [[2.699, -1.981, -4.228], [3.069, -0.880, -3.313], [2.337, -1.539, -5.220], [3.512, -2.622, -4.342], [1.921, -2.570, -3.686], [3.501, -0.184, -3.873], [-1.685, 0.197, -5.125], [-1.582, -0.504, -3.941], [-2.314, -0.401, -5.834], [-2.105, 1.196, -5.002], [-0.728, 0.151, -5.672], [-0.856, -0.131, -3.375], [0.227, -0.440, -1.026], [0.553, 0.037, -2.316], [0.578, -1.503, -1.033], [0.690, 0.155, -0.231], [-0.861, -0.317, -0.858], [1.423, -0.273, -2.595], [-1.686, -3.898, -3.761], [-0.595, -3.086, -3.849], [-1.322, -4.804, -3.306], [-2.477, -3.510, -3.052], [-2.151, -4.124, -4.701], [-0.809, -2.169, -4.008], [-2.737, -4.673, -0.275], [-3.279, -3.479, 0.474], [-4.754, -3.732, 0.830], [-5.513, -2.632, 0.938], [-5.145, -1.490, 0.819], [-6.748, -2.978, 1.335], [-7.655, -1.886, 1.118], [-1.698, -4.540, -0.605], [-3.341, -4.872, -1.163], [-2.733, -5.551, 0.342], [-3.273, -2.534, 0.003], [-2.744, -3.278, 1.408], [-7.615, -1.547, 0.032], [-7.364, -0.964, 1.667], [-8.687, -2.313, 1.296], [-4.048, 0.769, -1.081], [-3.697, 2.152, -1.608], [-3.056, 2.910, -0.479], [-2.841, 4.180, -0.716], [-2.871, 4.671, -1.804], [-2.525, 4.849, 0.365], [-2.020, 6.159, 0.071], [-4.479, 0.163, -1.860], [-4.849, 0.933, -0.322], [-3.179, 0.227, -0.669], [-4.618, 2.637, -1.935], [-3.011, 2.168, -2.435], [-2.171, 6.683, 1.004], [-2.606, 6.610, -0.775], [-0.968, 6.021, -0.215], [1.393, -3.258, 1.316], [2.863, -3.326, 1.518], [3.282, -4.727, 1.851], [2.964, -5.091, 3.087], [2.417, -4.422, 3.885], [3.484, -6.279, 3.303], [3.324, -6.696, 4.658], [1.055, -3.870, 0.446], [1.054, -2.252, 1.177], [0.831, -3.630, 2.171], [3.232, -2.684, 2.344], [3.363, -3.185, 0.548], [2.259, -6.775, 5.018], [3.887, -6.018, 5.369], [3.727, -7.713, 4.595], [-2.161, 1.878, 2.752], [-2.963, 0.545, 2.737], [-2.257, -0.411, 3.499], [-1.256, -1.077, 2.884], [-1.023, -1.010, 1.713], [-0.514, -1.790, 3.708], [-0.952, -1.978, 5.058], [-2.676, 2.631, 2.123], [-1.219, 1.642, 2.267], [-1.920, 2.350, 3.728], [-3.084, 0.208, 1.687], [-3.868, 0.556, 3.354], [-1.965, -2.430, 4.963], [-1.008, -0.988, 5.498], [-0.274, -2.619, 5.570], [0.621, 3.451, -4.532], [2.075, 3.372, -4.351], [2.382, 3.874, -3.027], [3.571, 3.588, -2.545], [4.385, 2.891, -3.075], [3.683, 4.152, -1.301], [5.027, 4.581, -0.973], [-0.025, 2.908, -3.784], [0.425, 3.038, -5.513], [0.307, 4.442, -4.513], [2.635, 4.014, -4.998], [2.559, 2.380, -4.403], [4.957, 4.459, 0.092], [5.173, 5.622, -1.274], [5.800, 3.969, -1.417], [0.253, 3.007, -0.147], [1.220, 3.710, 0.765], [1.672, 2.926, 1.809], [3.121, 2.222, 1.895], [4.264, 3.150, 1.731], [3.168, 1.579, 3.344], [2.098, 0.675, 3.825], [1.373, 1.430, 4.878], [2.986, 1.053, 0.881], [3.996, 0.094, 0.464], [5.030, 0.684, -0.441], [-0.396, 3.728, -0.591], [0.805, 2.486, -0.955], [-0.362, 2.305, 0.402], [2.074, 4.215, 0.244], [0.673, 4.528, 1.288], [1.494, 0.399, 2.958], [2.552, -0.213, 4.200], [1.943, 1.701, 5.785], [1.118, 2.396, 4.412], [0.480, 0.845, 5.165], [4.358, -0.299, 1.455], [3.391, -0.743, 0.021], [5.532, -0.250, -0.765], [4.711, 1.319, -1.314], [5.764, 1.275, 0.067]]
}

=====

No. 6
{
  "formula": "C27H26N2O6",
  "method": "the ωB97M-V functional and the def2-TZVPD basis",
  "homo_energy_ev": -8.113,
  "lumo_ev": -1.01,
  "charge": 0,
  "relative_energy_ev": 2.902,
  "smiles": "CCOC(=O)C(C(=O)OCC)(c1ccc([N+](=O)[O-])cc1)[C@@H](C)n1c2ccccc2c2ccccc21",
  "orbital_gap_ev": 7.106,
  "symbols": ["C", "C", "N", "C", "C", "C", "C", "C", "C", "C", "C", "C", "C", "C", "C", "H", "H", "H", "H", "H", "H", "H", "H", "H", "H", "H", "H", "C", "C", "O", "C", "C", "C", "O", "O", "C", "C", "C", "C", "C", "C", "N", "O", "O", "C", "C", "O", "H", "H", "H", "H", "H", "H", "H", "H", "H", "H", "H", "H", "H", "H"],
  "positions_angstrom": [[-3.459, -0.624, 2.937], [-3.238, -2.045, 2.584], [-1.827, -2.306, 2.130], [-1.401, -2.905, 0.924], [-2.099, -3.487, -0.134], [-1.383, -4.040, -1.220], [0.023, -4.035, -1.196], [0.730, -3.494, -0.123], [0.018, -2.877, 0.907], [0.451, -2.190, 2.080], [-0.700, -1.816, 2.817], [-0.600, -1.162, 4.037], [0.677, -0.789, 4.501], [1.820, -1.181, 3.774], [1.714, -1.914, 2.590], [-4.411, -0.413, 2.462], [-3.548, -0.492, 4.040], [-2.691, 0.039, 2.482], [-3.820, -2.415, 1.687], [-3.180, -3.522, -0.109], [-1.931, -4.488, -2.045], [0.556, -4.449, -2.066], [1.823, -3.497, -0.082], [-1.491, -0.984, 4.625], [0.762, -0.224, 5.431], [2.801, -0.888, 4.164], [2.584, -2.246, 2.042], [-1.323, -4.546, 7.550], [-2.255, -3.471, 7.030], [-2.803, -3.830, 5.723], [-3.436, -2.805, 5.152], [-4.063, -3.017, 3.717], [-3.668, -4.308, 2.970], [-4.226, -4.726, 1.985], [-2.570, -4.881, 3.446], [-2.003, -5.945, 2.657], [-1.015, -6.675, 3.508], [-5.599, -2.958, 3.887], [-6.378, -3.207, 2.747], [-7.739, -2.918, 2.668], [-8.393, -2.377, 3.792], [-9.796, -2.192, 3.776], [-10.329, -1.754, 4.824], [-10.431, -2.483, 2.740], [-7.656, -2.107, 4.952], [-6.280, -2.404, 5.007], [-3.522, -1.719, 5.709], [-0.939, -4.225, 8.533], [-1.792, -5.531, 7.705], [-0.439, -4.661, 6.928], [-3.075, -3.346, 7.722], [-1.711, -2.529, 6.931], [-2.793, -6.601, 2.359], [-1.565, -5.489, 1.761], [-0.545, -7.453, 2.889], [-0.203, -6.025, 3.853], [-1.497, -7.138, 4.362], [-5.918, -3.613, 1.849], [-8.323, -3.176, 1.784], [-8.228, -1.724, 5.794], [-5.765, -2.107, 5.912]]
}